1.
This record from OMol25 describes a cluster of 2 separate species, C3H2ClNO2 in total in a non-equilibrium geometry. The level of theory is ωB97M-V with the def2-TZVPD basis set.

Properties
Gap between HOMO and LUMO = 9.645 eV
Structure (SMILES) = [O-][N+]#CCl.C#CO
LUMO = 0.16 eV
Energy above the lowest of the compared OMol25 structures with the same formula, charge and spin = 6.916 eV

Last column: natural (NBO) charge in e.
Cartesian coordinates (Å):
C 0.70 0.16 -1.39  -0.403
C -0.10 -0.30 -0.64  0.319
C 3.78 -0.25 0.23  0.002
N 4.15 0.83 0.55  0.207
O 4.30 1.74 1.23  -0.366
O -1.04 -0.72 0.12  -0.638
Cl 3.52 -1.55 -0.69  0.159
H 1.66 0.36 -1.60  0.211
H -1.72 -1.13 -0.57  0.508

***

2.
This record from OMol25 describes a cluster of 2 separate species, C3H2ClNO2 in total in a non-equilibrium geometry. The level of theory is ωB97M-V with the def2-TZVPD basis set.

Properties
Gap between HOMO and LUMO (alpha / beta) = 9.507 / 6.375 eV
LUMO (alpha / beta) = -0.01 / -2.14 eV
Energy above the lowest of the compared OMol25 structures with the same formula, charge and spin = 4.601 eV

Last column: natural (NBO) charge in e.
Cartesian coordinates (Å):
C -0.76 -1.70 0.66  0.627
C -0.89 -1.36 -0.88  0.649
C 1.01 1.83 -0.01  -0.311
N -0.24 -0.62 0.01  -0.425
O -0.76 -2.48 1.57  -0.435
O -1.23 -1.73 -1.96  -0.447
Cl 0.41 2.53 1.43  0.002
H 0.54 2.10 -0.86  0.171
H 1.92 1.43 0.03  0.169

***

3.
This record from OMol25 describes an isolated molecule of C3H2ClNOS2 in a non-equilibrium geometry. The level of theory is ωB97M-V with the def2-TZVPD basis set.

Properties
2S+1 = 3
Gap between HOMO and LUMO (alpha / beta) = 6.869 / 7.186 eV
LUMO (alpha / beta) = -0.92 / -3.00 eV
Energy above the lowest of the compared OMol25 structures with the same formula, charge and spin = 0.702 eV

Last column: Mulliken spin population.
Cartesian coordinates (Å):
C 0.90 -0.08 -0.32  0.032
C -0.24 -0.85 -0.12  0.185
C 3.16 0.08 -1.15  0.218
N 2.08 -0.44 -0.74  0.289
O -2.20 -2.62 0.40  0.406
S 4.73 -0.15 -0.99  0.100
S -0.86 -2.50 -0.24  0.529
Cl 5.11 -0.94 1.01  0.233
H 0.66 0.87 0.13  0.008
H -0.99 -0.19 0.44  0.001

***

4.
This record from OMol25 describes a structure of composition C3H2ClO4P in a non-equilibrium geometry. The level of theory is ωB97M-V with the def2-TZVPD basis set.

Properties
Gap between HOMO and LUMO = 8.767 eV
LUMO = -0.64 eV

Last column: natural (NBO) charge in e.
Cartesian coordinates (Å):
C 1.08 0.68 -0.36  0.223
C -0.13 0.12 -0.62  0.043
C -0.92 0.17 -1.83  0.512
O -1.98 -0.35 -1.99  -0.506
O 1.83 1.40 -1.18  -0.797
O 0.62 3.62 -1.51  -1.029
O -0.70 -0.62 0.37  -0.665
P 1.54 2.73 -2.19  1.554
Cl -0.20 1.05 -3.22  -0.039
H 1.53 0.48 0.61  0.204
H -1.56 -0.94 0.06  0.500

***

5.
This record from OMol25 describes a structure of composition C3H2CsLiO3 in a non-equilibrium geometry. The level of theory is ωB97M-V with the def2-TZVPD basis set.

Properties
2S+1 = 2
Gap between HOMO and LUMO (alpha / beta) = 6.029 / 6.882 eV
Net charge = +1
LUMO (alpha / beta) = -4.02 / -4.02 eV
Energy above the lowest of the compared OMol25 structures with the same formula, charge and spin = 3.684 eV

Last column: Mulliken spin population.
Cartesian coordinates (Å):
C 0.16 -1.15 0.35  0.709
C 0.07 -0.15 1.19  -0.024
Li 1.46 0.42 -1.27  0.009
O 0.58 -1.30 -0.84  0.149
H 0.01 -0.06 2.27  -0.006
Cs 0.06 -4.57 -3.61  0.003
O 0.66 1.23 0.39  0.107
C -0.10 2.28 0.25  0.052
O -1.35 2.11 0.48  -0.001
H -1.56 1.18 0.80  0.002

***

6.
This record from OMol25 describes an isolated molecule of C3H2F2N2S in a non-equilibrium geometry. The level of theory is ωB97M-V with the def2-TZVPD basis set.

Properties
Gap between HOMO and LUMO = 9.900 eV
Structure (SMILES) = Fc1[nH]nc(S)c1F
LUMO = 0.71 eV
Energy above the lowest of the compared OMol25 structures with the same formula, charge and spin = 1.420 eV

Last column: natural (NBO) charge in e.
Cartesian coordinates (Å):
C -0.84 0.07 -0.14  -0.026
C 1.38 0.23 -0.04  0.492
C 0.22 1.01 -0.11  0.185
H -2.85 -0.74 0.54  0.163
H 1.46 -1.89 0.23  0.415
N -0.47 -1.18 -0.11  -0.277
N 0.97 -1.04 -0.26  -0.421
F 2.60 0.70 0.08  -0.270
F 0.08 2.34 -0.15  -0.287
S -2.55 0.51 -0.03  0.026

***

7.
This record from OMol25 describes an isolated molecule of C3H2F2O in a non-equilibrium geometry. The level of theory is ωB97M-V with the def2-TZVPD basis set.

Properties
Gap between HOMO and LUMO = 12.063 eV
Structure (SMILES) = C#CC(O)(F)F
LUMO = 0.78 eV
Energy above the lowest of the compared OMol25 structures with the same formula, charge and spin = 1.393 eV

Last column: natural (NBO) charge in e.
Cartesian coordinates (Å):
C -1.93 0.41 -0.50  -0.139
C -0.77 0.11 -0.38  -0.122
C 0.56 -0.03 0.29  0.867
O 1.47 -0.38 -0.59  -0.665
F 0.93 1.18 1.00  -0.352
F 0.50 -1.05 1.22  -0.339
H -2.92 0.63 -0.90  0.249
H 2.16 -0.87 -0.12  0.501

***

8.
This record from OMol25 describes an isolated molecule of C3H2F2S2 in a non-equilibrium geometry. The level of theory is ωB97M-V with the def2-TZVPD basis set.

Properties
Gap between HOMO and LUMO (alpha / beta) = 7.409 / 7.406 eV
LUMO (alpha / beta) = -0.78 / -0.78 eV
Energy above the lowest of the compared OMol25 structures with the same formula, charge and spin = 4.573 eV

Last column: natural (NBO) charge in e.
Cartesian coordinates (Å):
C 0.69 -0.18 -0.81  0.279
C 0.14 1.47 0.30  0.146
C -0.33 -1.09 -0.06  -0.700
F 0.23 -0.02 -2.01  -0.347
F 0.57 2.65 -0.15  -0.309
S 0.06 1.19 1.93  0.299
S -0.22 -0.86 1.73  0.147
H -1.37 -1.12 -0.60  0.220
H 0.23 -2.04 -0.33  0.266